Entry 1:
Molecular formula: C44H32F3N2S4SbTi
Method: DFT, ωB97M-V with the def2-TZVPD basis set

Last column: Löwdin charge in e.
Geometry (Å):
Ti (1.45264, -0.88561, 0.47978)  0.336
S (2.16246, -1.88401, -1.62800)  0.528
C (3.37519, -0.71313, -2.16079)  -0.695
C (4.55143, -1.15351, -2.76568)  -0.104
C (5.52714, -0.24880, -3.15286)  -0.075
C (5.35536, 1.11491, -2.94883)  -0.083
C (4.18520, 1.57405, -2.36601)  -0.085
C (3.21829, 0.66371, -1.96457)  -0.546
S (1.63148, 1.13095, -1.35616)  0.940
C (1.81040, 2.03898, 0.20909)  -0.357
C (0.46592, 1.83151, 0.86940)  -0.422
C (-0.16065, 2.84703, 1.49942)  -0.054
C (-1.44367, 2.58810, 2.09329)  -0.089
C (-1.97243, 1.35847, 2.02029)  -0.057
C (-1.27134, 0.25325, 1.37581)  -0.410
C (-1.81897, -0.98067, 1.36183)  -0.027
S (1.15313, -3.04570, 1.15194)  0.661
C (2.37385, -3.03433, 2.44414)  -0.643
C (2.19657, -3.89548, 3.52624)  -0.117
C (3.14451, -3.96633, 4.53214)  -0.101
C (4.26916, -3.14839, 4.48098)  -0.103
C (4.43264, -2.26115, 3.43157)  -0.118
C (3.50075, -2.19756, 2.39422)  -0.669
S (3.77100, -1.10652, 1.03360)  0.679
N (-0.03191, 0.54741, 0.77130)  -0.123
H (4.69969, -2.21592, -2.90736)  0.106
H (6.43691, -0.61329, -3.61242)  0.106
H (6.12193, 1.81527, -3.25161)  0.103
H (4.01775, 2.63492, -2.22758)  0.110
H (2.63320, 1.60896, 0.79086)  0.064
H (2.00171, 3.09797, 0.05172)  0.091
H (0.27968, 3.83380, 1.51449)  0.107
H (-1.98887, 3.39408, 2.56924)  0.108
H (-2.94715, 1.14097, 2.43791)  0.114
H (-2.76611, -1.14421, 1.85672)  0.056
H (-1.34311, -1.83413, 0.90542)  -0.015
H (1.31560, -4.52386, 3.55687)  0.103
H (3.01072, -4.66327, 5.34938)  0.102
H (5.01883, -3.20237, 5.26041)  0.103
H (5.29687, -1.61005, 3.39358)  0.102
F (-6.88528, -3.29358, -4.21199)  0.054
C (-5.74133, -2.71415, -3.79220)  -0.286
C (-5.08385, -1.84802, -4.64296)  -0.008
C (-3.90959, -1.25294, -4.20403)  -0.101
C (-3.39805, -1.52014, -2.93619)  -0.392
C (-4.08726, -2.41164, -2.11588)  -0.144
C (-5.26843, -3.01303, -2.53168)  -0.014
Sb (-1.62395, -0.60907, -2.14132)  1.536
C (-0.85574, 0.16765, -3.98656)  -0.397
C (0.25796, -0.44867, -4.55693)  -0.134
C (0.83082, 0.03492, -5.72618)  -0.004
C (0.27012, 1.14762, -6.31735)  -0.283
F (0.82305, 1.63430, -7.44791)  0.054
C (-0.83531, 1.78657, -5.79157)  -0.005
C (-1.39064, 1.28861, -4.62106)  -0.131
C (-2.61898, 1.21136, -1.57774)  -0.374
C (-3.90062, 1.16850, -1.03169)  -0.110
C (-4.53667, 2.32192, -0.59463)  -0.010
C (-3.87088, 3.52459, -0.71885)  -0.287
F (-4.47947, 4.65358, -0.29128)  0.049
C (-2.60799, 3.61532, -1.26317)  -0.010
C (-1.98750, 2.44668, -1.68513)  -0.140
H (-5.48994, -1.65167, -5.62619)  0.119
H (-3.38742, -0.57797, -4.87018)  0.090
H (-3.70318, -2.64821, -1.12868)  0.092
H (-5.81244, -3.70421, -1.90225)  0.117
H (0.69897, -1.31599, -4.08039)  0.064
H (1.69864, -0.43354, -6.17105)  0.120
H (-1.24156, 2.65584, -6.29130)  0.119
H (-2.24896, 1.79628, -4.19534)  0.098
H (-4.42275, 0.22237, -0.94436)  0.096
H (-5.53119, 2.29871, -0.16931)  0.118
H (-2.12401, 4.57957, -1.34523)  0.120
H (-0.99656, 2.51613, -2.12031)  0.085
N (1.42901, -0.31602, 2.64684)  0.142
C (1.23580, -0.12702, 3.75947)  -0.023
C (0.96722, 0.09293, 5.14817)  -0.187
C (0.01777, 1.04856, 5.50637)  -0.008
C (-0.24971, 1.25450, 6.84862)  -0.062
C (0.42020, 0.51190, 7.81235)  -0.065
C (1.36132, -0.44135, 7.44492)  -0.061
C (1.64400, -0.65742, 6.10735)  -0.006
H (-0.49859, 1.60542, 4.73467)  0.109
H (-0.98331, 1.99242, 7.14333)  0.110
H (0.20522, 0.67629, 8.86014)  0.108
H (1.87540, -1.01770, 8.20208)  0.110
H (2.36992, -1.39625, 5.79685)  0.106

## Properties
HOMO: -6.905 eV
Electronic energy: -4787.50450 Eh
Relative energy (zero: lowest compared OMol25 entry of this formula, charge and spin): 11.20 kcal per mole
HOMO-LUMO gap: 0.2186 hartree

Entry 2:
Molecular formula: C44H32HfN6P2Se2
Method: DFT, ωB97M-V with the def2-TZVPD basis set

Last column: Löwdin charge in e.
Geometry (Å):
Hf (2.40595, 0.68724, -0.53673)  1.563
C (6.33295, 0.54058, -2.83861)  -0.010
C (5.15357, 0.17859, -2.19542)  -0.099
N (4.31599, 1.07156, -1.66784)  -0.055
C (4.62242, 2.40943, -1.76209)  -0.153
C (5.80017, 2.85176, -2.39277)  -0.134
C (6.65406, 1.87287, -2.93709)  0.055
C (6.07838, 4.23834, -2.42947)  -0.006
C (5.20981, 5.11210, -1.84565)  -0.030
C (4.02383, 4.66854, -1.22097)  0.027
C (3.71079, 3.33426, -1.18225)  -0.206
N (2.58808, 2.72318, -0.60559)  -0.106
C (1.80354, 3.32109, 0.40933)  -0.235
C (1.17506, 4.54028, 0.35122)  0.018
C (0.42777, 5.01378, 1.44795)  -0.021
C (0.29315, 4.27765, 2.59164)  0.003
C (0.88487, 2.99789, 2.67516)  -0.132
C (0.81190, 2.16767, 3.81300)  0.057
C (1.41539, 0.93488, 3.81504)  -0.012
C (2.05831, 0.49434, 2.65884)  -0.087
N (2.15587, 1.25093, 1.57059)  -0.041
C (1.61507, 2.52245, 1.56963)  -0.158
H (6.97175, -0.22847, -3.24681)  0.125
H (4.87243, -0.86442, -2.11001)  0.095
H (7.56697, 2.18279, -3.43083)  0.140
H (6.98266, 4.58310, -2.91267)  0.129
H (5.41939, 6.17292, -1.85851)  0.124
H (3.37092, 5.40042, -0.77014)  0.108
H (1.23241, 5.13676, -0.54825)  0.127
H (-0.04291, 5.98471, 1.37367)  0.125
H (-0.26469, 4.65922, 3.43671)  0.129
H (0.27538, 2.51823, 4.68650)  0.139
H (1.37814, 0.28550, 4.67706)  0.121
H (2.48376, -0.50032, 2.60092)  0.113
Se (-4.80263, 0.12404, -1.31052)  0.821
P (-3.33587, -0.93615, 0.02202)  0.790
C (-3.75066, -0.09153, 1.59778)  -0.500
C (-3.62576, 1.28564, 1.79001)  -0.110
C (-3.97510, 1.85023, 3.00745)  -0.072
C (-4.45893, 1.05083, 4.03643)  -0.071
C (-4.59736, -0.31664, 3.84753)  -0.077
C (-4.24228, -0.88668, 2.63237)  -0.124
C (-4.28153, -0.82842, -2.90359)  -0.609
C (-4.91231, -2.01940, -3.24062)  -0.122
C (-4.58472, -2.65692, -4.42903)  -0.087
C (-3.61957, -2.11600, -5.26875)  -0.089
C (-2.98086, -0.93147, -4.92263)  -0.079
C (-3.31672, -0.28030, -3.74219)  -0.140
C (-1.77958, -0.03797, -0.40051)  -0.488
C (-0.48705, -0.52068, -0.39454)  -0.452
N (0.30958, 0.49743, -0.85249)  -0.236
N (-0.47727, 1.55822, -1.10675)  -0.008
N (-1.70083, 1.25272, -0.85016)  0.031
P (0.26997, -2.07932, 0.03334)  0.734
Se (2.44529, -2.00408, -0.46156)  0.392
C (0.18261, -2.34851, 1.80922)  -0.367
C (1.05481, -3.25239, 2.42129)  -0.122
C (0.95390, -3.49033, 3.78104)  -0.048
C (-0.01008, -2.82912, 4.53568)  -0.044
C (-0.86583, -1.92062, 3.93044)  -0.053
C (-0.76887, -1.67445, 2.56824)  -0.074
C (-0.49469, -3.39329, -0.89463)  -0.364
C (-1.17740, -3.11292, -2.07788)  -0.069
C (-1.70081, -4.16161, -2.81651)  -0.038
C (-1.54738, -5.46920, -2.37772)  -0.031
C (-0.87054, -5.74407, -1.19570)  -0.045
C (-0.33898, -4.70775, -0.45049)  -0.068
H (-3.27309, 1.91417, 0.98120)  0.087
H (-3.89515, 2.92085, 3.14809)  0.107
H (-4.74627, 1.49783, 4.97937)  0.111
H (-4.99401, -0.93827, 4.63984)  0.112
H (-4.35355, -1.95483, 2.48238)  0.105
H (-5.67498, -2.42983, -2.59212)  0.105
H (-5.09737, -3.56976, -4.70363)  0.114
H (-3.37843, -2.60765, -6.20265)  0.112
H (-2.24412, -0.49655, -5.58565)  0.108
H (-2.84731, 0.65948, -3.47785)  0.093
H (1.81803, -3.76128, 1.84510)  0.086
H (1.62531, -4.19565, 4.25216)  0.120
H (-0.08914, -3.02604, 5.59678)  0.120
H (-1.61982, -1.39934, 4.50623)  0.114
H (-1.43487, -0.94970, 2.12092)  0.073
H (-1.31171, -2.09467, -2.42393)  0.100
H (-2.23547, -3.94713, -3.73022)  0.097
H (-1.96234, -6.28244, -2.95839)  0.121
H (-0.76067, -6.76432, -0.85468)  0.119
H (0.17926, -4.92399, 0.47494)  0.102

## Properties
HOMO: -12.353 eV
Charge: +2
Electronic energy: -7557.71883 Eh
HOMO-LUMO gap: 0.2238 hartree